(1)
Formula: C3H2FNiO2
Source: the Open Molecules 2025 dataset
Level of theory: the ωB97M-V functional and the def2-TZVPD basis

```
9
Properties=species:S:1:pos:R:3:forces:R:3
F -2.408864 1.145771 0.225886 -1.24 2.53 -0.39
H -1.874216 -1.227435 -0.888689 -0.10 0.37 -1.26
O -0.131287 0.435587 -0.198927 -6.72 -0.18 -3.45
C -1.324523 0.024291 -0.503108 3.99 -0.88 6.08
C -2.247737 -0.544281 0.280771 0.38 -1.48 -1.34
H -2.023284 -1.241237 1.085905 -0.38 0.01 0.19
Ni 1.522078 0.160583 -0.006015 5.26 0.10 0.06
O 4.800087 0.675377 -0.012039 -0.44 0.13 -0.01
C 3.687743 0.571346 0.016214 -0.76 -0.60 0.11
```
Positions in Å, forces in eV/Å.

Output
Net charge: +1
Energy relative to the best compared isomer or geometry (same formula, charge and spin) (eV): 6.541
Expectation value of S²: 2.076
Gap between HOMO and LUMO (spin up / spin down) (eV): 7.05 / 7.33
Multiplicity: 3

---

(2)
Formula: H5O2S
Source: the Open Molecules 2025 dataset
Level of theory: the ωB97M-V functional and the def2-TZVPD basis

```
8
Properties=species:S:1:pos:R:3:forces:R:3
S -0.373461 1.262202 -3.138906 0.44 0.07 -0.01
H -1.642990 1.016665 -2.850008 -0.55 -0.10 0.00
H 0.547784 0.441093 -0.358881 0.18 -0.12 0.56
H -0.722633 0.789185 -0.828050 -0.34 0.14 0.32
O -0.324144 0.565282 0.048316 0.26 -0.07 -0.72
H 1.265148 -1.388635 3.038350 -0.02 0.03 -0.05
H 0.224985 -1.081519 1.956804 0.32 -0.03 -0.27
O 1.025313 -1.604273 2.132377 -0.29 0.08 0.17
```
Positions in Å, forces in eV/Å.

Output
Net charge: -1
Energy relative to the best compared isomer or geometry (same formula, charge and spin) (eV): 0.475
Gap between HOMO and LUMO (eV): 6.41

---

(3)
Formula: C46H77Cl2F12N14O12S4
Source: the Open Molecules 2025 dataset
Level of theory: the ωB97M-V functional and the def2-TZVPD basis

```
167
Properties=species:S:1:pos:R:3:forces:R:3
C 7.196418 7.063625 -2.250306 -0.23 -0.33 0.18
C 5.664258 7.215255 -2.559966 1.59 -0.46 -0.07
N 4.949038 6.169635 -1.815596 -0.72 -4.06 2.15
C 3.869338 6.309295 -0.923436 0.27 0.22 -1.47
C 3.389228 5.067355 -0.558926 1.40 0.92 -0.02
N 4.279308 4.118455 -1.064866 0.40 5.59 -0.70
C 5.243948 4.800675 -1.761076 -1.14 0.79 0.37
C 4.207358 2.768625 -0.729246 0.34 -2.19 0.14
H 7.882708 7.630485 -2.879426 -0.46 0.39 0.06
H 7.533238 6.036405 -2.389786 -0.38 -0.22 -0.51
H 7.462988 7.183025 -1.200166 -0.35 0.70 0.06
H 5.502678 7.081285 -3.629566 -0.07 -0.37 0.02
H 5.197438 8.181455 -2.368536 0.28 -0.08 0.60
H 3.661898 7.352385 -0.735446 -0.93 -0.33 0.32
H 2.629528 4.758795 0.143964 -0.19 0.19 -0.31
H 6.199878 4.351095 -1.985736 -0.27 0.00 -0.65
H 3.258158 2.518165 -0.255546 -0.15 0.18 -0.41
H 4.967328 2.543965 0.019144 0.24 -0.35 -0.33
H 4.321658 2.249415 -1.680796 0.06 -0.79 0.47
C -4.789482 1.986005 1.510484 0.65 0.02 0.25
C -4.519942 2.872105 2.713104 1.85 -1.20 0.29
N -5.482842 3.914405 2.770034 -1.24 2.40 -0.65
C -6.745092 3.786235 3.292944 0.66 -0.56 -0.20
C -7.381042 4.955445 3.076544 -1.49 0.21 -0.41
N -6.571512 5.775695 2.362144 2.65 0.51 -1.84
C -5.386332 5.117795 2.130654 -1.35 -1.07 1.85
C -6.928192 7.119955 1.770714 -0.63 -0.86 0.69
H -5.727372 1.450945 1.659384 -0.13 0.19 -0.25
H -4.018632 1.218335 1.442784 0.04 0.08 -0.02
H -4.747092 2.616755 0.622524 -0.26 -0.33 -0.26
H -3.538172 3.343285 2.760044 0.15 0.13 -0.83
H -4.429712 2.277345 3.622074 -0.98 -0.05 0.26
H -7.041352 2.795565 3.604734 -0.23 0.29 0.54
H -8.417792 5.242455 3.172344 0.11 -0.18 0.43
H -4.471782 5.412715 1.637694 -0.29 0.41 -0.10
H -6.152632 7.529985 1.123824 0.21 -0.27 0.48
H -7.202342 7.766835 2.604074 0.39 0.17 -0.15
H -7.824252 7.022425 1.157794 0.05 -0.30 0.01
C -8.114032 -2.402715 -4.755086 0.51 -0.20 -0.46
C -8.248072 -2.065435 -3.289836 -1.56 -0.56 0.14
N -7.279882 -2.723195 -2.459906 2.77 2.27 2.11
C -7.374982 -3.999935 -1.978346 1.75 -0.20 -1.02
C -6.115822 -4.335895 -1.579676 0.82 0.87 2.07
N -5.285242 -3.154655 -1.499256 -5.03 -0.04 -2.60
C -6.081212 -2.158405 -2.017776 0.00 -2.87 -0.94
C -3.960412 -3.063965 -1.009036 1.56 0.09 1.87
H -7.325322 -1.813895 -5.223396 -0.11 0.12 -0.09
H -9.058502 -2.258445 -5.279756 0.09 0.21 0.05
H -7.827342 -3.444195 -4.900796 -0.09 -0.09 0.14
H -9.151832 -2.537265 -2.904246 -0.56 0.51 -0.28
H -8.318622 -0.989085 -3.132976 0.28 -0.13 0.30
H -8.264892 -4.608715 -2.040416 0.15 0.11 -0.19
H -5.814982 -5.239645 -1.070636 0.41 -0.02 -0.09
H -5.768642 -1.152545 -2.256396 0.03 -0.10 0.09
H -3.534662 -2.061295 -1.047706 -0.31 0.08 -0.66
H -3.259492 -3.793045 -1.415536 -0.29 0.02 -0.34
H -4.002672 -3.277655 0.058974 0.02 -0.34 0.06
C 4.052388 0.534405 5.505804 0.84 0.06 -0.24
C 3.393418 -0.070685 4.266264 -0.19 0.42 0.32
N 2.015668 -0.308465 4.595304 -1.16 -1.14 1.22
C 1.167588 0.778145 4.803704 -0.64 -1.67 -0.70
C -0.040022 0.224525 5.069274 -0.40 -0.45 0.94
N 0.099508 -1.189315 5.189964 0.14 2.82 -0.01
C 1.382838 -1.451085 4.957364 -0.38 0.54 -0.36
C -0.900352 -2.101935 5.789984 0.27 -0.59 -0.37
H 3.385538 1.208455 6.043464 -0.05 0.07 -0.28
H 4.932368 1.098275 5.196314 0.10 0.02 0.17
H 4.368468 -0.203095 6.243574 -0.02 -0.22 -0.22
H 3.860408 -0.961685 3.846574 0.00 0.05 0.23
H 3.248568 0.656415 3.467244 0.91 0.12 -0.16
H 1.514438 1.795635 4.699664 -0.23 -0.18 -0.14
H -0.954892 0.736635 5.328414 -0.16 -0.39 -0.22
H 1.791778 -2.434465 5.136604 0.26 -0.22 -0.62
H -0.269752 -2.745155 6.403754 -0.67 -0.26 0.16
H -1.427792 -2.683045 5.033534 0.48 -0.08 -0.21
H -1.710192 -1.598945 6.318444 0.49 0.43 0.17
C 1.921498 -6.828755 -0.738286 1.32 0.64 0.70
C 2.503488 -7.195605 0.704204 -4.10 -1.70 -1.87
N 3.822578 -6.778335 0.798094 5.76 0.66 -0.51
C 4.131268 -5.622645 1.425414 1.51 1.45 1.62
C 5.522848 -5.362345 1.449224 -2.11 -1.54 -1.74
N 6.059328 -6.338635 0.616764 -3.53 -2.22 0.78
C 5.019978 -7.250565 0.279534 0.48 2.58 0.72
C 7.452548 -6.637965 0.315504 -0.34 1.62 -0.34
H 2.373798 -5.874865 -1.009646 -0.04 0.22 -0.03
H 0.850488 -6.698115 -0.893116 0.03 -0.53 0.54
H 2.355018 -7.527705 -1.453576 -0.32 -0.23 -0.02
H 2.349608 -8.270525 0.798894 0.78 -0.18 0.04
H 1.927778 -6.849765 1.562714 0.08 0.76 -0.12
H 3.315048 -5.101085 1.903074 0.13 0.19 0.29
H 6.145508 -4.588345 1.873024 -0.36 -0.04 -0.03
H 5.177738 -8.054875 -0.423736 -0.22 -0.06 0.27
H 7.679218 -6.077625 -0.591536 -0.09 -1.09 -0.89
H 7.541118 -7.723795 0.350804 0.78 0.43 -0.24
H 8.107298 -6.020705 0.930644 -0.11 -0.85 1.04
C 0.400588 1.415305 1.322214 -0.32 -1.07 -0.50
C -0.479172 0.639955 0.230624 1.36 2.63 0.60
N -0.562602 -0.720845 0.520644 1.22 -1.73 1.45
C -1.548982 -1.199475 1.326314 -0.49 -3.75 -0.68
C -1.417192 -2.621285 1.316424 1.49 2.72 -0.59
N -0.173182 -2.854025 0.707394 0.05 0.23 -0.76
C 0.363028 -1.678945 0.250304 -2.79 -1.40 0.32
C 0.458838 -4.216995 0.407444 -0.62 1.33 0.20
H 0.395908 2.489045 1.134694 -0.18 -0.11 0.24
H 1.413918 1.066345 1.520924 0.64 -0.14 -1.30
H 0.076818 1.096245 2.312914 -1.17 0.65 0.08
H -0.178472 0.723635 -0.813726 0.24 0.45 0.17
H -1.477572 1.065535 0.331544 0.05 0.00 -0.31
H -2.327392 -0.591725 1.763484 0.08 0.02 -0.16
H -2.159322 -3.386725 1.488904 0.40 -0.46 0.59
H 1.168278 -1.625905 -0.467436 0.15 0.14 0.06
H -0.351092 -4.946445 0.412494 0.01 0.00 0.22
H 1.197318 -4.395465 1.189044 -0.28 -0.15 0.09
H 0.914788 -4.179205 -0.581886 -0.17 0.29 0.07
C 2.816608 5.137575 -4.755086 -0.61 -0.98 0.22
C 1.877318 4.130215 -4.038726 -0.54 1.94 -1.11
N 2.228308 2.738745 -4.133936 4.05 -2.44 0.35
C 1.550078 1.709905 -3.503776 2.46 -1.53 -2.16
C 2.344828 0.510685 -3.776276 -2.39 2.44 0.74
N 3.496138 0.878305 -4.417526 -3.86 2.93 0.44
C 3.471348 2.241455 -4.594706 -2.18 -0.49 0.68
C 4.604298 0.036935 -4.651626 1.47 -0.52 1.24
H 2.880598 4.896435 -5.816156 0.53 -0.22 0.05
H 3.772598 5.153815 -4.231716 0.25 0.24 -0.40
H 2.346378 6.120915 -4.761606 0.04 -0.02 0.47
H 0.927848 4.233725 -4.563986 -0.29 -0.05 0.45
H 1.738628 4.460805 -3.009366 -0.16 -0.49 0.08
H 0.630788 2.029085 -3.035346 -0.18 -0.89 0.19
H 2.072138 -0.512835 -3.565456 0.13 -0.03 0.13
H 4.303988 2.831345 -4.948456 -0.30 -0.09 -0.20
H 4.884408 -0.058165 -5.700716 0.25 0.35 0.32
H 4.535228 -0.931145 -4.155476 -0.80 -0.14 -0.34
H 5.233658 0.520675 -3.904636 1.78 -0.31 -0.98
Cl -3.170412 -6.043235 0.826294 -0.08 0.53 -0.27
Cl 1.025458 -5.065535 3.926814 0.49 0.51 -0.16
C 4.319678 -1.731865 0.378434 -1.42 -1.29 -1.33
F 3.356988 -2.290355 1.180414 0.66 0.72 -0.53
F 4.207168 -0.407105 0.417244 -0.33 0.63 0.18
F 5.485938 -2.046495 0.879734 1.00 -0.30 0.52
S 4.145408 -2.410465 -1.414366 -0.83 -0.77 -1.96
O 2.882548 -1.894895 -1.970726 0.86 0.20 1.49
O 5.297938 -1.910015 -2.163396 -0.15 0.28 1.13
O 4.130068 -3.853565 -1.239476 0.27 0.68 0.74
C -4.775202 -2.212905 3.479974 1.34 1.81 1.83
F -5.909922 -2.796355 3.713084 -1.10 -0.29 -0.30
F -3.821182 -3.119775 3.492204 0.41 -0.17 -0.36
F -4.768702 -1.538755 2.325084 -0.36 -0.44 -1.30
S -4.443352 -0.842935 4.739624 0.70 -1.20 4.60
O -4.229002 -1.545105 6.044834 0.14 0.51 -2.59
O -3.278912 -0.075395 4.314484 0.58 -0.34 -1.05
O -5.624662 -0.034685 4.800464 -1.39 0.62 -1.14
C -2.323002 -2.168485 -4.405196 3.25 0.45 -0.79
F -2.124852 -2.213425 -5.718866 0.27 -0.33 -1.01
F -2.791352 -0.978125 -4.171426 -1.26 1.71 0.94
F -3.196762 -3.070715 -4.118556 -1.30 -1.40 0.98
S -0.608382 -2.321035 -3.527196 0.95 -0.48 3.17
O 0.340548 -2.861735 -4.473746 -0.66 0.48 -0.43
O -0.272752 -0.938525 -3.047476 -0.90 -1.58 -0.99
O -0.877062 -3.252515 -2.391506 -0.25 1.49 -1.55
C -1.276462 5.516895 -0.277506 -0.54 -0.67 -4.23
F -0.495012 5.207715 0.643594 2.38 -1.95 4.48
F -2.511292 5.654415 0.177744 -0.71 0.80 0.30
F -0.743542 6.662945 -0.717596 -1.02 0.97 -1.04
S -1.245262 4.071205 -1.576616 1.56 -0.82 -0.88
O -1.306502 4.669715 -2.934816 -0.12 -0.73 2.43
O 0.080998 3.417525 -1.275826 -1.36 1.49 -0.51
O -2.329192 3.210035 -1.123526 0.09 0.98 -0.38
```
Positions in Å, forces in eV/Å.

Output
Net charge: +1
Gap between HOMO and LUMO (eV): 4.07

---

(4)
Formula: C3H3Cl2NS
Source: the Open Molecules 2025 dataset
Level of theory: the ωB97M-V functional and the def2-TZVPD basis

```
10
Properties=species:S:1:pos:R:3:forces:R:3
C -1.411858 -0.704425 1.157937 2.03 2.65 -1.54
C -1.962743 -0.706920 -0.033666 1.15 0.97 0.48
C 0.185347 0.484250 -0.669304 1.89 -1.49 -0.10
N 0.301402 0.777091 0.785280 -2.03 -1.80 -0.74
S -1.436294 0.352159 -1.428664 -0.14 -0.29 1.40
Cl -3.226984 -1.721385 -0.448246 -1.46 -1.00 -0.28
Cl -0.239193 2.383141 1.222720 -0.01 -0.69 -0.55
H -1.286025 -0.770058 2.216214 -0.29 -0.52 0.01
H 0.878740 1.098878 -1.271382 -0.62 0.30 0.26
H 0.604948 -0.592583 -0.862116 -0.53 1.87 1.06
```
Positions in Å, forces in eV/Å.

Output
Net charge: 0
Energy relative to the best compared isomer or geometry (same formula, charge and spin) (eV): 4.525
Gap between HOMO and LUMO (spin up / spin down) (eV): 8.41 / 7.87

---

no.,energy (eV)
1,-50981.5797
2,-15012.6448
3,-195366.0374
4,-40524.4913